# 1
{
  "formula": "C3H10NS",
  "method": "wB97M-V/def2-TZVPD",
  "total_charge": -1,
  "homo_energy_ev": -1.9,
  "e_above_lowest_kcal_mol": 40.9,
  "gap_ev": 5.246,
  "e_lumo_ev": 3.356,
  "species": ["C", "S", "H", "H", "H", "C", "N", "C", "H", "H", "H", "H", "H", "H", "H"],
  "xyz": [[-2.108, 4.214, -1.664], [-2.285, 2.556, -1.031], [-2.000, 5.034, -0.936], [-1.279, 4.351, -2.375], [-3.049, 4.348, -2.211], [0.414, -3.170, 0.751], [1.556, -2.319, 1.250], [1.494, -0.904, 0.890], [-0.525, -2.658, 0.962], [0.515, -3.309, -0.321], [0.521, -4.104, 1.298], [2.365, -2.699, 0.771], [2.254, -0.466, 0.266], [1.634, -0.262, 1.818], [0.494, -0.614, 0.533]],
  "forces_ev_per_a": [[-0.372, 0.671, -0.728], [0.366, -0.961, 0.705], [-0.140, -0.293, 0.118], [-0.098, -0.165, 0.041], [0.266, 0.712, -0.127], [1.314, 1.257, 0.532], [-0.024, -0.550, -0.856], [-1.102, 1.535, 2.105], [0.000, -0.237, 0.110], [-0.314, -0.277, -0.265], [-0.440, -0.163, -0.193], [0.112, -0.057, 0.344], [0.346, -0.558, -0.906], [-0.323, -0.807, -0.673], [0.409, -0.106, -0.205]],
  "nbo_charge": [-0.757, -0.734, 0.159, 0.160, 0.177, -0.413, -0.631, -0.441, 0.204, 0.170, 0.189, 0.336, 0.189, 0.179, 0.214]
}


# 2
{
  "formula": "H13NO5",
  "method": "wB97M-V/def2-TZVPD",
  "homo_energy_ev": -10.4,
  "e_above_lowest_kcal_mol": 32.8,
  "gap_ev": 10.749,
  "smiles": "N.O.O.O.O.O",
  "e_lumo_ev": 0.382,
  "species": ["N", "H", "H", "H", "O", "H", "H", "O", "H", "H", "O", "H", "H", "O", "H", "H", "O", "H", "H"],
  "xyz": [[-1.210, -1.672, 1.224], [-0.524, -1.160, 1.778], [-1.602, -2.327, 1.883], [-0.816, -2.000, 0.448], [-0.248, 1.798, 0.816], [0.021, 2.733, 0.877], [-0.472, 1.519, -0.065], [0.241, 0.403, -2.510], [0.049, 1.171, -2.023], [-0.425, -0.216, -2.231], [-1.721, -0.005, -0.657], [-1.615, -0.654, 0.107], [-2.310, 0.632, -0.280], [1.251, -0.018, 1.638], [2.061, 0.034, 1.128], [0.705, 0.731, 1.327], [2.433, 0.041, -1.041], [1.639, -0.117, -1.586], [2.542, -0.894, -0.833]],
  "forces_ev_per_a": [[-1.720, 2.178, 4.847], [0.321, 0.036, -0.513], [-0.233, -0.508, -0.677], [2.286, -2.654, -3.242], [-0.250, 1.589, 0.971], [-0.223, -0.691, -0.459], [-0.239, -0.038, -0.693], [0.919, -1.285, -1.565], [-0.399, 1.542, 0.814], [-0.780, -0.236, 0.234], [0.432, -0.389, -0.324], [-0.486, 0.573, -0.194], [-0.810, 0.613, 0.147], [0.175, -0.621, 0.657], [0.052, 0.045, -0.229], [0.379, -0.187, 0.153], [-0.180, -1.079, -0.089], [-0.103, 1.187, -0.355], [0.861, -0.077, 0.518]],
  "nbo_charge": [-1.081, 0.415, 0.384, 0.364, -0.948, 0.495, 0.496, -0.933, 0.464, 0.498, -1.029, 0.485, 0.473, -1.019, 0.482, 0.482, -0.968, 0.486, 0.453]
}